This record from OMol25 describes an isolated molecule of C11H9NS2. The level of theory is wB97M-V/def2-TZVPD.

The HOMO-LUMO gap comes out at 8.284 eV. The value obtained for the strongest force on any atom is 1.69 eV Å⁻¹. The LUMO energy comes out at 0.1 eV. Its energy above the lowest of the compared OMol25 structures with the same formula, charge and spin is 0.0 kJ/mol.

Bonds (Å) are listed after each position.
Positions of all 23 atoms, in Å:
1 C 2.12133 -0.42084 -0.19835  C2 1.396, C6 1.404, S22 1.774
2 C 2.99338 0.51890 -0.75072  C1 1.396, C3 1.395, H13 1.058
3 C 2.96790 1.84075 -0.30508  C2 1.395, C4 1.375, H14 1.127
4 C 2.10783 2.21670 0.69989  C3 1.375, C5 1.387, H15 1.112
5 C 1.24302 1.28829 1.25930  C4 1.387, C6 1.396, H16 1.065
6 C 1.21241 -0.02809 0.79703  C1 1.404, C5 1.396, N21 1.405
7 C -0.87647 -1.02478 1.18926  C8 1.471, H17 1.094, N21 1.273
8 C -1.69546 -0.22667 0.26470  C7 1.471, C9 1.373, S23 1.743
9 C -1.36019 0.60562 -0.77423  C8 1.373, C10 1.421, H18 1.065
10 C -2.49762 1.12128 -1.45203  C9 1.421, C11 1.362, H19 1.076
11 C -3.67071 0.68342 -0.91621  C10 1.362, H20 1.096, S23 1.713
12 H 1.61780 -2.63445 0.25766  S22 1.337
13 H 3.67589 0.21664 -1.50076  C2 1.058
14 H 3.69235 2.58371 -0.74358  C3 1.127
15 H 2.10202 3.25505 1.09756  C4 1.112
16 H 0.56478 1.55520 2.03624  C5 1.065
17 H -1.46226 -1.75163 1.76002  C7 1.094
18 H -0.35838 0.83889 -1.05067  C9 1.065
19 H -2.46068 1.80602 -2.28097  C10 1.076
20 H -4.68424 0.93751 -1.24773  C11 1.096
21 N 0.37717 -0.97826 1.40748  C6 1.405, C7 1.273
22 S 2.13804 -2.07493 -0.83904  C1 1.774, H12 1.337
23 S -3.42554 -0.38799 0.39770  C8 1.743, C11 1.713